{"formula": "C26H29IN6PPd", "method": "ωB97M-V/def2-TZVPD", "max_force_ev_per_a": 2.32, "spin_multiplicity": 1, "homo_ev": [-15.54, -15.54], "total_charge": 3, "species": ["Pd", "I", "C", "C", "C", "C", "C", "C", "C", "C", "C", "P", "C", "C", "C", "C", "C", "C", "C", "C", "C", "C", "C", "C", "C", "H", "H", "H", "H", "H", "H", "H", "H", "H", "H", "H", "H", "H", "H", "H", "H", "N", "C", "N", "N", "C", "N", "H", "H", "H", "H", "N", "C", "C", "N", "H", "H", "H", "H", "H", "H", "H", "H", "H"], "coordinates": [[-1.3788, 0.2805, -0.5922], [-2.5953, -1.5453, 0.8979], [-1.4081, -2.1252, 2.6304], [-2.1738, -2.8354, 3.5277], [-1.6109, -3.3615, 4.6929], [-0.2833, -3.1501, 4.9368], [0.5168, -2.4093, 4.0417], [1.8724, -2.2200, 4.3784], [2.7171, -1.5126, 3.5685], [2.2113, -0.9779, 2.3887], [0.8861, -1.1322, 2.0093], [0.6525, -0.2293, 0.4271], [1.8446, -0.8841, -0.7560], [2.4522, -2.1288, -0.6054], [3.3642, -2.5567, -1.5540], [3.6502, -1.7624, -2.6549], [3.0143, -0.5390, -2.8245], [2.0975, -0.1026, -1.8881], [1.1438, 1.4635, 0.8851], [2.3962, 2.0251, 0.6481], [2.6792, 3.2871, 1.1425], [1.7311, 3.9823, 1.8794], [0.4708, 3.4367, 2.0915], [0.1672, 2.1878, 1.5808], [-0.0287, -1.8590, 2.8246], [-3.2227, -3.0066, 3.3359], [-2.2284, -3.9224, 5.3770], [0.1804, -3.5469, 5.8263], [2.2307, -2.6510, 5.2998], [3.7530, -1.3654, 3.8251], [2.8723, -0.4147, 1.7424], [2.2265, -2.7421, 0.2561], [3.8597, -3.5057, -1.4231], [4.3638, -2.1026, -3.3875], [3.2448, 0.0757, -3.6795], [1.5869, 0.8492, -2.0033], [3.1496, 1.4837, 0.0926], [3.6498, 3.7231, 0.9659], [1.9752, 4.9487, 2.2924], [-0.2614, 3.9709, 2.6805], [-0.8226, 1.7421, 1.7437], [-3.7701, 6.3017, -0.7024], [-2.8108, 5.4173, -0.4674], [-1.8295, 5.7164, 0.3915], [-2.8905, 4.2541, -1.0864], [-2.2999, 3.1594, -1.1223], [-1.8940, 2.0876, -1.3884], [-3.7647, 7.2150, -0.2777], [-4.5284, 6.0789, -1.3275], [-1.7778, 6.6287, 0.8183], [-1.0595, 5.0862, 0.5473], [-2.6883, -2.9463, -5.1691], [-1.5127, -3.0533, -4.2498], [-1.6825, -2.2605, -2.9372], [-1.3607, -0.8415, -2.9905], [-2.5661, -3.5910, -5.9640], [-2.8011, -1.9979, -5.5533], [-3.5571, -3.2115, -4.6821], [-0.6241, -2.7181, -4.7897], [-1.3871, -4.1092, -4.0029], [-1.0121, -2.7177, -2.2005], [-2.7090, -2.3723, -2.5726], [-2.0092, -0.3039, -3.5642], [-0.4114, -0.6897, -3.3292]], "nbo_charge": [0.53, 0.37, -0.11, -0.22, -0.19, -0.12, -0.07, -0.09, -0.21, -0.15, -0.41, 1.30, -0.46, -0.11, -0.21, -0.15, -0.20, -0.21, -0.33, -0.20, -0.19, -0.16, -0.22, -0.22, -0.01, 0.24, 0.26, 0.24, 0.25, 0.25, 0.23, 0.23, 0.25, 0.25, 0.24, 0.23, 0.23, 0.25, 0.24, 0.24, 0.23, -0.73, 0.68, -0.76, -0.61, 0.64, -0.75, 0.42, 0.44, 0.42, 0.42, -0.67, -0.25, -0.25, -0.87, 0.46, 0.45, 0.45, 0.24, 0.25, 0.24, 0.21, 0.38, 0.39]}


{"formula": "C3H9N", "method": "ωB97M-V/def2-TZVPD", "max_force_ev_per_a": 1.87, "de_lowest_kj_mol": 149.34, "spin_multiplicity": 1, "homo_ev": -9.48, "total_charge": 0, "smiles": "C=NC.C", "species": ["C", "N", "C", "H", "H", "H", "H", "H", "C", "H", "H", "H", "H"], "coordinates": [[-0.2942, 0.3896, 1.7324], [0.3130, -0.0954, 0.7350], [0.3747, -1.5668, 0.7311], [-0.7221, 1.3951, 1.7853], [-0.3050, -0.0938, 2.7125], [0.4189, -2.0130, 1.7294], [-0.5563, -1.9450, 0.2833], [1.2049, -1.8502, 0.1013], [-0.0908, 1.1632, -1.9473], [-0.9003, 1.8452, -2.2242], [-0.4983, 0.1703, -1.7987], [0.6287, 1.1056, -2.7870], [0.4269, 1.4952, -1.0531]], "nbo_charge": [-0.05, -0.39, -0.45, 0.17, 0.13, 0.18, 0.21, 0.20, -0.84, 0.20, 0.21, 0.20, 0.23]}


{"formula": "C9H20NOS", "method": "ωB97M-V/def2-TZVPD", "max_force_ev_per_a": 3.52, "de_lowest_kj_mol": 352.29, "spin_multiplicity": 1, "homo_ev": -11.62, "total_charge": 1, "species": ["C", "C", "C", "C", "C", "C", "C", "C", "C", "N", "O", "S", "H", "H", "H", "H", "H", "H", "H", "H", "H", "H", "H", "H", "H", "H", "H", "H", "H", "H", "H", "H"], "coordinates": [[-0.3556, 2.7891, 1.8718], [-0.8132, -0.1127, 1.5143], [0.6506, -1.5690, -2.3091], [1.2581, -0.2220, -2.5004], [2.2978, -0.8947, -0.6053], [1.2121, -1.9639, -0.9440], [-1.5799, -0.9568, 2.4655], [-1.8694, 1.7976, -0.5148], [0.2449, -1.9475, 0.2314], [1.7394, 0.2992, -1.1953], [-0.0563, -0.5552, 0.6202], [-1.8905, 2.0504, 1.3661], [0.3232, 1.9946, 1.8503], [-0.0125, 3.6899, 1.3035], [-0.4386, -1.5328, -2.2828], [0.9343, -2.4073, -2.8963], [2.0782, -0.1985, -3.1797], [0.5157, 0.4561, -2.7949], [2.4781, -0.8244, 0.5569], [3.1820, -1.0686, -1.1177], [1.5867, -2.9852, -1.0168], [-2.6817, -0.6801, 2.5475], [-1.2218, -0.7384, 3.4617], [-1.4420, -1.9739, 2.2831], [-1.4652, 2.7194, -0.9135], [-1.3127, 0.9803, -0.7843], [-2.9727, 1.5901, -0.6792], [0.6621, -2.4011, 1.0583], [-0.7142, -2.4839, 0.0060], [2.5555, 0.9109, -1.4148], [-0.3605, 3.0185, 2.9253], [-2.5320, 3.2201, 1.0874]], "nbo_charge": [-0.78, 0.33, -0.43, -0.24, -0.22, -0.25, -0.79, -0.65, -0.09, -0.62, -0.46, 0.66, 0.26, 0.26, 0.20, 0.24, 0.19, 0.20, 0.19, 0.19, 0.24, 0.27, 0.28, 0.22, 0.24, 0.24, 0.25, 0.20, 0.20, 0.37, 0.26, 0.05]}


{"formula": "C5H7N3", "method": "ωB97M-V/def2-TZVPD", "max_force_ev_per_a": 0.89, "de_lowest_kj_mol": 279.89, "spin_multiplicity": 1, "homo_ev": -9.51, "total_charge": 0, "smiles": "[H]/N=C/C.N#CC=C=N", "species": ["H", "N", "C", "C", "H", "H", "H", "H", "N", "C", "C", "C", "N", "H", "H"], "coordinates": [[-2.1648, 0.5096, 0.0315], [-1.5194, 0.1584, 0.7366], [-0.4964, 0.8639, 0.9223], [0.5158, 0.4707, 1.9371], [-0.2874, 1.8017, 0.3877], [1.4403, 0.1713, 1.4442], [0.7472, 1.3283, 2.5729], [0.1425, -0.3556, 2.5360], [-0.4177, 1.6433, -2.5929], [0.1469, 0.7611, -2.1239], [0.8335, -0.2938, -1.5104], [0.2473, -1.4464, -1.2946], [-0.2292, -2.5465, -1.2879], [1.8494, -0.1176, -1.1899], [-0.8078, -2.9487, -0.5686]], "nbo_charge": [0.35, -0.66, 0.16, -0.68, 0.16, 0.22, 0.23, 0.23, -0.33, 0.28, -0.59, 0.54, -0.58, 0.28, 0.41]}


{"formula": "H20HeO10", "method": "ωB97M-V/def2-TZVPD", "max_force_ev_per_a": 1.11, "de_lowest_kj_mol": 36.48, "spin_multiplicity": 1, "homo_ev": -9.88, "total_charge": 0, "species": ["He", "O", "H", "H", "O", "H", "H", "O", "H", "H", "O", "H", "H", "O", "H", "H", "O", "H", "H", "O", "H", "H", "O", "H", "H", "O", "H", "H", "O", "H", "H"], "coordinates": [[-0.6365, 0.1547, -0.3641], [-1.2515, -3.1397, -0.4680], [-1.0467, -3.9129, 0.0578], [-0.4668, -2.9941, -0.9965], [0.7956, 2.4995, 2.2956], [0.3774, 1.6566, 2.4712], [1.2336, 2.3792, 1.4530], [-0.8813, 2.2232, -2.0097], [-1.4412, 2.6643, -1.3708], [-1.3333, 1.4006, -2.1975], [1.5368, -1.6219, 1.9599], [1.3087, -2.5437, 2.0807], [2.3548, -1.5116, 2.4446], [1.1431, -1.6898, -0.8581], [1.7720, -1.0621, -1.2141], [1.0823, -1.4680, 0.0711], [3.1171, 0.3067, -1.6087], [3.7068, 0.7538, -2.2158], [2.6303, 1.0125, -1.1833], [-2.4470, -1.3428, 1.5265], [-1.9220, -1.8815, 0.9346], [-3.1691, -1.0247, 0.9847], [1.6846, 2.2610, -0.4183], [0.8377, 2.2220, -0.8627], [2.0758, 3.0813, -0.7190], [-3.0720, 0.5810, -2.3937], [-3.0907, 0.6723, -3.3463], [-3.7576, 1.1720, -2.0824], [-0.3935, 0.0349, 2.9035], [0.3749, -0.4841, 2.6661], [-1.1224, -0.3987, 2.4598]], "nbo_charge": [0.00, -0.97, 0.47, 0.51, -0.99, 0.49, 0.47, -0.97, 0.47, 0.50, -0.95, 0.49, 0.49, -1.00, 0.50, 0.48, -0.99, 0.47, 0.49, -0.97, 0.50, 0.48, -0.97, 0.51, 0.48, -0.94, 0.48, 0.48, -0.99, 0.48, 0.50]}


{"formula": "CH5BS", "method": "ωB97M-V/def2-TZVPD", "max_force_ev_per_a": 1.04, "de_lowest_kj_mol": 251.64, "spin_multiplicity": 1, "homo_ev": -8.91, "total_charge": 0, "smiles": "B=C.S", "species": ["B", "C", "H", "H", "H", "S", "H", "H"], "coordinates": [[-1.1439, -0.0458, -0.1318], [-2.4203, -0.4651, 0.1730], [-0.0897, 0.3358, -0.3762], [-3.0575, 0.0390, 0.8848], [-2.9166, -1.3228, -0.2496], [3.1036, -0.1011, 0.0404], [2.6401, 0.7188, -0.8955], [3.8843, 0.8412, 0.5549]], "nbo_charge": [0.66, -1.10, -0.09, 0.26, 0.26, -0.28, 0.14, 0.14]}